Entry from OMol25: one molecule with the formula C2H4NOP (ωB97M-V with the def2-TZVPD basis set).

Computed properties:
SMILES string: N#CCPO
Orbital gap in Ha: 0.373
Relative energy (zero: lowest compared OMol25 entry of this formula, charge and spin) in kJ/mol: 35.6

Geometry as ORCA input:
```
! RIJCOSX wB97M-V def2-TZVPD def2/J DEFGRID3
* xyz 0 1
N 1.257 -0.991 2.648
C 0.762 -0.700 1.650
C 0.069 -0.579 0.313
P 0.623 0.771 -1.003
O -0.611 0.740 -2.069
H 0.000 -1.479 -0.232
H -0.988 -0.369 0.578
H 0.435 1.929 -0.021
H -1.548 0.678 -1.863
*
```

=====

Entry from OMol25: a 8-piece molecular cluster, H17O8 overall (ωB97M-V with the def2-TZVPD basis set).

Computed properties:
Orbital gap in Ha: 0.389
Relative energy (zero: lowest compared OMol25 entry of this formula, charge and spin) in kJ/mol: 80.0

Geometry as ORCA input:
```
! RIJCOSX wB97M-V def2-TZVPD def2/J DEFGRID3
* xyz 1 1
O -0.154 -0.344 -0.734
H -0.895 -0.252 -1.388
H 0.131 0.538 -0.364
H -0.507 -0.968 -0.011
O 0.777 1.395 1.076
H 1.223 0.879 1.772
H 0.160 1.968 1.553
O 2.120 3.471 -0.409
H 1.566 2.755 -0.049
H 1.630 3.843 -1.150
O -2.501 -0.652 -2.337
H -2.608 -1.289 -3.055
H -3.320 -0.710 -1.829
O -1.669 2.091 -1.166
H -2.502 2.162 -1.648
H -1.251 2.954 -1.276
O 2.322 -1.973 0.006
H 2.719 -2.090 -0.867
H 2.701 -2.682 0.543
O 1.331 -1.245 2.523
H 1.673 -1.842 3.200
H 1.498 -1.696 1.675
O -1.336 -1.882 1.026
H -2.236 -1.873 1.375
H -0.873 -2.560 1.535
*
```

=====

Entry from OMol25: a 2-piece molecular cluster, C14H19BFNO11S overall (ωB97M-V with the def2-TZVPD basis set).

Computed properties:
Orbital gap in Ha: 0.232

Geometry as ORCA input:
```
! RIJCOSX wB97M-V def2-TZVPD def2/J DEFGRID3
* xyz 0 1
C 1.304 -0.815 1.366
C 0.497 -0.651 -0.068
F -0.838 -1.322 -0.004
C 0.457 0.880 -0.652
C 0.239 2.050 0.476
C -1.116 1.570 1.266
N -2.233 2.347 1.086
C -3.438 1.794 1.816
C -3.788 0.308 1.178
C -5.404 0.141 0.789
S -5.709 1.346 -0.626
O -4.401 1.891 -1.286
O -6.503 0.615 -1.740
O -6.555 2.696 0.048
C -2.038 3.569 0.216
C -0.486 3.313 -0.348
H 0.459 -0.961 2.194
H 1.950 0.117 1.654
H 1.900 -1.824 1.298
H 1.127 -1.289 -0.857
H -0.414 0.969 -1.428
H 1.457 1.112 -1.245
H 1.161 2.459 1.085
H -1.061 0.594 1.930
H -4.361 2.516 1.864
H -3.108 1.615 2.948
H -3.205 0.080 0.171
H -3.454 -0.525 1.948
H -5.519 -0.950 0.322
H -6.112 0.293 1.716
H -7.178 2.255 0.722
H -2.864 3.872 -0.557
H -1.931 4.448 1.008
H -0.722 3.126 -1.502
H 0.108 4.332 -0.413
B 5.522 -3.228 -1.260
O 5.006 -3.869 -2.473
C 6.065 -4.340 -3.145
O 5.991 -4.935 -4.208
C 7.275 -4.037 -2.426
O 8.408 -4.330 -2.771
O 6.981 -3.375 -1.298
O 5.138 -1.813 -1.210
C 4.426 -1.643 -0.087
O 3.948 -0.577 0.265
C 4.319 -2.894 0.619
O 3.735 -3.075 1.674
O 4.964 -3.855 -0.057
*
```

=====

Entry from OMol25: C30H44AgO2S3Sb2 as an isolated structure (ωB97M-V with the def2-TZVPD basis set).

Computed properties:
Orbital gap in Ha: 0.310
Relative energy (zero: lowest compared OMol25 entry of this formula, charge and spin) in kJ/mol: 91.6

Geometry as ORCA input:
```
! RIJCOSX wB97M-V def2-TZVPD def2/J DEFGRID3
* xyz 1 1
Ag 0.035 -0.141 -0.234
O -1.532 -0.172 1.579
S -2.712 -0.217 2.490
C -3.395 1.521 2.561
C -4.245 1.948 1.378
C -3.462 1.957 0.060
C -2.799 3.284 -0.250
S -1.423 3.022 -1.467
O -0.498 2.071 -0.792
C -2.374 1.982 -2.626
C -3.478 2.483 -3.298
C -4.180 1.651 -4.153
C -3.772 0.339 -4.345
C -2.644 -0.142 -3.702
C -1.944 0.685 -2.841
C -4.043 -1.028 1.538
C -3.961 -1.243 0.172
C -4.950 -1.982 -0.459
C -5.986 -2.536 0.277
C -6.054 -2.329 1.646
C -5.085 -1.568 2.276
H -2.512 2.148 2.678
H -3.974 1.548 3.483
H -4.660 2.941 1.569
H -5.087 1.260 1.287
H -4.128 1.683 -0.760
H -2.661 1.214 0.119
H -2.308 3.698 0.631
H -3.477 4.025 -0.669
H -3.798 3.503 -3.150
H -5.049 2.026 -4.671
H -4.336 -0.307 -5.001
H -2.301 -1.152 -3.873
H -1.052 0.319 -2.324
H -3.130 -0.843 -0.397
H -4.897 -2.143 -1.527
H -6.729 -3.146 -0.213
H -6.840 -2.787 2.226
H -5.122 -1.403 3.341
C 3.699 0.360 3.246
Sb 1.947 0.029 2.011
C 2.791 1.169 0.355
C 2.658 -1.893 1.210
C 2.146 -3.082 1.941
C 2.389 -3.178 3.308
C 1.983 -4.269 4.049
C 1.342 -5.321 3.415
C 1.084 -5.241 2.061
C 1.463 -4.131 1.310
C 1.111 -4.099 -0.129
Sb -0.649 -2.858 -0.440
C -1.882 -3.992 0.909
C -1.303 -3.884 -2.225
H 4.561 -0.134 2.809
H 3.534 -0.031 4.243
H 3.896 1.423 3.323
H 3.656 0.664 -0.067
H 3.092 2.146 0.718
H 2.035 1.321 -0.417
H 3.746 -1.860 1.286
H 2.384 -1.914 0.156
H 2.913 -2.369 3.799
H 2.172 -4.306 5.113
H 1.046 -6.197 3.974
H 0.585 -6.065 1.570
H 0.848 -5.092 -0.482
H 1.918 -3.724 -0.752
H -1.721 -5.047 0.710
H -2.933 -3.762 0.778
H -1.596 -3.773 1.932
H -1.285 -4.957 -2.057
H -0.646 -3.645 -3.055
H -2.315 -3.585 -2.479
C 2.019 0.839 -3.571
S 1.686 -0.720 -2.706
C 3.369 -1.403 -2.702
H 2.747 1.422 -3.015
H 1.080 1.378 -3.640
H 2.394 0.611 -4.564
H 3.724 -1.424 -3.728
H 3.312 -2.414 -2.316
H 4.021 -0.793 -2.085
*
```

=====

Entry from OMol25: an isolated ion of composition C3H3N4S and charge +1 (ωB97M-V with the def2-TZVPD basis set).

Computed properties:
Orbital gap (alpha / beta) in Ha: 0.259 / 0.260
Relative energy (zero: lowest compared OMol25 entry of this formula, charge and spin) in kJ/mol: 291.5

Geometry as ORCA input:
```
! RIJCOSX wB97M-V def2-TZVPD def2/J DEFGRID3
* xyz 1 1
C 0.093 -1.302 0.114
C 1.908 0.340 -0.084
C -2.082 -0.010 -0.102
N 2.365 2.640 0.173
N -0.844 -0.584 0.185
N 1.147 -1.966 0.064
N 2.286 1.529 -0.021
S 2.566 -1.158 0.005
H -2.781 -0.675 0.192
H -2.387 0.812 0.590
H -2.273 0.373 -1.116
*
```

=====

Entry from OMol25: a 2-piece molecular cluster, C3H11NO2 overall (ωB97M-V with the def2-TZVPD basis set).

Computed properties:
SMILES string: C[C@@H](O)CN.O
Orbital gap in Ha: 0.346
Relative energy (zero: lowest compared OMol25 entry of this formula, charge and spin) in kJ/mol: 149.8

Geometry as ORCA input:
```
! RIJCOSX wB97M-V def2-TZVPD def2/J DEFGRID3
* xyz 0 1
C 0.523 -0.531 -2.453
C 0.581 0.334 -1.210
O -0.651 0.859 -0.638
C 1.295 -0.370 0.100
N 1.511 0.660 1.171
H 1.413 -0.420 -3.048
H -0.339 -0.155 -3.062
H 0.311 -1.643 -2.099
H 1.240 1.298 -1.331
H -0.685 1.831 -0.362
H 2.168 -0.924 -0.237
H 0.529 -1.028 0.420
H 2.372 1.221 0.939
H 0.636 1.038 1.576
O -2.683 -0.842 2.520
H -2.822 -1.111 3.387
H -3.126 -1.454 1.945
*
```

=====

no.,maximum force (eV/Å)
1,2.54
2,0.62
3,6.88
4,1.23
5,4.30
6,5.07